(1)
Below is a gas-phase ion, CH2BrO2S (charge -1), with properties calculated with wB97M-V/def2-TZVPD.

Results
* 2S+1: 1
* total energy: -3161.932901 a.u.
* charge: -1
* Kohn-Sham gap: 0.2810 hartree
* E_HOMO: -4.223 eV

CARTESIAN COORDINATES (ANGSTROEM)
C -0.138 -0.528 0.177
O 1.197 -2.160 -1.363
O 1.898 -0.982 1.086
S 0.668 -2.098 -0.017
Br -2.224 -0.498 -0.504
H -0.305 -0.098 1.100
H 0.195 0.336 -0.370

***

(2)
Below is a single CH2BrPSi molecule, with properties calculated with wB97M-V/def2-TZVPD.

Results
* 2S+1: 1
* total energy: -3244.007181 a.u.
* charge: 0
* structure (SMILES): BrC1=P[SiH2]1
* Kohn-Sham gap (spin up / spin down): 0.2576 / 0.2830 hartree
* E_HOMO (spin up / spin down): -8.676 / -8.964 eV

CARTESIAN COORDINATES (ANGSTROEM)
Br 0.328 -2.009 -1.732
C 0.679 -0.433 -0.741
P 1.542 -0.473 1.219
Si -0.340 0.661 0.459
H -0.496 2.135 0.270
H -1.714 0.119 0.525

***

(3)
Below is 2 unconnected molecules or ions with the total composition CH2BrPSi, with properties calculated with wB97M-V/def2-TZVPD.

Results
* 2S+1: 1
* total energy: -3243.902931 a.u.
* charge: 0
* Kohn-Sham gap: 0.2266 hartree
* E_HOMO: -8.103 eV

CARTESIAN COORDINATES (ANGSTROEM)
C 1.077 0.261 0.248
Si -1.788 -0.076 -0.063
P -3.324 -1.432 -0.081
Br 2.246 -1.051 -0.197
H 1.708 1.114 -0.064
H -0.847 1.035 0.117

***

(4)
Below is 2 unconnected molecules or ions with the total composition CH2BrPSi, with properties calculated with wB97M-V/def2-TZVPD.

Results
* 2S+1: 1
* total energy: -3243.984506 a.u.
* charge: 0
* Kohn-Sham gap: 0.2821 hartree
* E_HOMO: -8.991 eV

CARTESIAN COORDINATES (ANGSTROEM)
C -2.333 0.058 -0.574
Si 1.968 0.618 0.261
P -1.058 0.744 -1.114
Br -3.817 -0.935 0.022
H 3.438 0.396 0.592
H 1.802 -0.882 0.812

***

(5)
Below is 2 unconnected molecules or ions with the total composition CH2Cl2FNS, with properties calculated with wB97M-V/def2-TZVPD.

Results
* 2S+1: 1
* total energy: -1512.414180 a.u.
* charge: 0
* Kohn-Sham gap (spin up / spin down): 0.2900 / 0.2939 hartree
* E_HOMO (spin up / spin down): -8.481 / -8.642 eV

CARTESIAN COORDINATES (ANGSTROEM)
C 3.381 -0.077 0.262
N -0.092 -0.237 0.204
F 4.262 -0.324 1.228
S 1.071 -1.016 1.006
Cl 3.047 1.631 0.119
Cl 3.823 -0.819 -1.237
H -0.460 -0.598 -0.661
H -0.524 0.589 0.592

***

(6)
Below is a single CH2Cl2FNS molecule, with properties calculated with wB97M-V/def2-TZVPD.

Results
* 2S+1: 1
* total energy: -1512.458582 a.u.
* charge: 0
* structure (SMILES): NSC(F)(Cl)Cl
* Kohn-Sham gap: 0.3617 hartree
* E_HOMO: -9.465 eV

CARTESIAN COORDINATES (ANGSTROEM)
N 0.895 1.914 -0.325
S 1.129 0.326 -0.641
C 3.012 -0.030 0.210
F 3.112 0.596 1.348
Cl 4.302 0.480 -0.890
Cl 3.164 -1.793 0.494
H 1.792 2.416 -0.545
H 0.686 2.121 0.642

***

(7)
Below is a single CH2Cl2N2 molecule, with properties calculated with wB97M-V/def2-TZVPD.

Results
* 2S+1: 1
* total energy: -1069.072951 a.u.
* charge: 0
* structure (SMILES): [H]/N=C/N(Cl)Cl
* Kohn-Sham gap: 0.3490 hartree
* E_HOMO: -9.327 eV

CARTESIAN COORDINATES (ANGSTROEM)
H -0.769 1.026 -0.504
N -0.205 0.304 -0.885
C 0.453 -0.499 -0.265
N 1.157 -1.723 -1.223
Cl 1.264 -1.249 -2.868
Cl 2.646 -2.099 -0.382
H 0.675 -0.754 0.872

***

(8)
Below is 2 unconnected molecules or ions with the total composition CH2Cl2N2O2, with properties calculated with wB97M-V/def2-TZVPD.

Results
* 2S+1: 1
* total energy: -1219.361665 a.u.
* charge: 0
* Kohn-Sham gap (spin up / spin down): 0.3142 / 0.2740 hartree
* E_HOMO (spin up / spin down): -10.171 / -9.555 eV

CARTESIAN COORDINATES (ANGSTROEM)
C 1.034 0.238 -0.086
N 0.701 -1.098 -0.021
N -1.504 0.766 0.534
O 1.061 -1.736 0.910
O -0.069 -1.539 -0.877
Cl -2.049 -0.581 -0.146
Cl -1.523 2.330 -0.193
H 1.577 0.570 0.688
H 0.773 1.049 -0.808

***

(9)
Below is a single CH2Cl2N2O2 molecule, with properties calculated with wB97M-V/def2-TZVPD.

Results
* 2S+1: 1
* total energy: -1219.473090 a.u.
* charge: 0
* structure (SMILES): O=[N+]([O-])CN(Cl)Cl
* Kohn-Sham gap: 0.3526 hartree
* E_HOMO: -10.351 eV

CARTESIAN COORDINATES (ANGSTROEM)
O 1.707 1.192 0.870
N 0.944 0.422 1.343
O 0.787 -0.050 2.399
C -0.092 0.028 0.307
N -1.260 -0.265 1.100
Cl -1.854 1.342 1.799
Cl -2.508 -0.987 0.146
H -0.366 0.887 -0.254
H 0.222 -0.853 -0.430

***

(10)
Below is 2 unconnected molecules or ions with the total composition CH2Cl2S2, with properties calculated with wB97M-V/def2-TZVPD.

Results
* 2S+1: 1
* total energy: -1756.034706 a.u.
* charge: 0
* structure (SMILES): S=C(S)Cl.Cl
* Kohn-Sham gap: 0.3209 hartree
* E_HOMO: -9.255 eV

CARTESIAN COORDINATES (ANGSTROEM)
S 0.695 1.814 0.591
C 1.137 0.322 0.203
S 2.418 -0.131 -0.840
Cl 0.188 -1.022 0.750
H 2.266 -1.526 -0.649
Cl -3.132 0.623 -0.556
H -3.573 -0.080 0.500

***

(11)
Below is a molecular structure, CH2Cl4N2, with properties calculated with wB97M-V/def2-TZVPD.

Results
* 2S+1: 1
* total energy: -1989.350024 a.u.
* charge: 0
* Kohn-Sham gap (spin up / spin down): 0.2932 / 0.3017 hartree
* E_HOMO (spin up / spin down): -9.534 / -9.608 eV

CARTESIAN COORDINATES (ANGSTROEM)
C 1.223 -0.036 0.187
N 0.447 0.801 0.901
N -1.888 -0.912 -0.736
Cl 1.027 0.097 -1.636
Cl 0.625 2.459 0.569
Cl -2.986 -2.037 -0.164
Cl -1.642 0.472 0.071
H 0.991 -1.053 0.525
H 2.201 0.210 0.283

***

(12)
Below is a single CH2Cl4P2 molecule, with properties calculated with wB97M-V/def2-TZVPD.

Results
* 2S+1: 3
* total energy: -2562.713050 a.u.
* charge: 0
* Kohn-Sham gap (spin up / spin down): 0.2510 / 0.2425 hartree
* E_HOMO (spin up / spin down): -6.749 / -9.732 eV
* expectation value of S²: 2.01

CARTESIAN COORDINATES (ANGSTROEM)
C -1.734 -0.209 0.051
P 1.295 -1.019 -0.823
P -0.206 0.457 -0.116
Cl 1.101 -2.275 0.741
Cl 2.992 0.056 -0.427
Cl 1.151 1.617 1.607
Cl -0.265 1.884 -1.464
H -2.437 0.647 -0.145
H -1.896 -1.159 0.576

***

(13)
Below is 2 unconnected molecules or ions with the total composition CH2ClFO2, with properties calculated with wB97M-V/def2-TZVPD.

Results
* 2S+1: 1
* total energy: -749.841067 a.u.
* charge: 0
* structure (SMILES): O=C(O)Cl.F
* Kohn-Sham gap: 0.4125 hartree
* E_HOMO: -10.917 eV

CARTESIAN COORDINATES (ANGSTROEM)
O 1.051 -1.174 0.128
C 0.744 -0.103 0.565
O -0.341 0.180 1.225
Cl 1.811 1.358 0.470
H -1.101 -0.388 1.298
F -1.010 0.108 -1.344
H -1.155 0.019 -2.341

***

(14)
Below is 2 unconnected molecules or ions with the total composition CH2ClI3Si, with properties calculated with wB97M-V/def2-TZVPD.

Results
* 2S+1: 1
* total energy: -1682.061748 a.u.
* charge: 0
* Kohn-Sham gap (spin up / spin down): 0.2898 / 0.1637 hartree
* E_HOMO (spin up / spin down): -9.684 / -8.070 eV

CARTESIAN COORDINATES (ANGSTROEM)
C 0.288 0.128 0.186
Si -1.507 -0.085 0.778
Cl 0.137 0.320 -1.606
I -2.240 -2.172 -0.294
I 4.330 -0.225 0.048
I -3.046 1.689 0.177
H 1.113 -0.613 0.298
H 0.925 0.959 0.413

***

(15)
Below is 2 unconnected molecules or ions with the total composition CH2ClN2O3S, with properties calculated with wB97M-V/def2-TZVPD.

Results
* 2S+1: 1
* total energy: -1232.990245 a.u.
* charge: -1
* Kohn-Sham gap: 0.3584 hartree
* E_HOMO: -6.114 eV

CARTESIAN COORDINATES (ANGSTROEM)
C -1.679 0.963 0.185
N -2.033 2.035 0.377
N -1.446 -0.315 -0.042
O 1.144 -0.049 -1.436
O 0.945 0.919 0.840
O 0.846 -1.547 0.488
S 1.209 -0.254 -0.010
Cl 3.280 -0.237 0.198
H -0.713 -0.796 0.479
H -1.553 -0.719 -1.078

***

(16)
Below is 2 unconnected molecules or ions with the total composition CH2ClNO2, with properties calculated with wB97M-V/def2-TZVPD.

Results
* 2S+1: 1
* total energy: -704.632852 a.u.
* charge: 0
* structure (SMILES): O=C=NO.Cl
* Kohn-Sham gap: 0.3764 hartree
* E_HOMO: -9.749 eV

CARTESIAN COORDINATES (ANGSTROEM)
O -0.719 1.947 -0.396
C -0.719 0.838 -0.062
N -1.056 -0.235 0.325
O -0.821 -1.501 0.010
H -0.946 -2.160 0.664
Cl 1.911 0.051 -0.024
H 2.349 1.060 -0.517

***

(17)
Below is a molecular structure, CH2ClNO2S, with properties calculated with wB97M-V/def2-TZVPD.

Results
* 2S+1: 1
* total energy: -1102.851233 a.u.
* charge: 0
* Kohn-Sham gap: 0.3839 hartree
* E_HOMO: -11.460 eV

CARTESIAN COORDINATES (ANGSTROEM)
C -0.193 1.113 0.720
N 0.479 0.721 -0.259
O 1.635 -1.296 -1.029
O -0.155 -1.576 0.685
S 0.420 -0.901 -0.412
Cl -1.127 -0.553 -2.031
H -0.252 2.156 0.956
H -0.807 0.335 1.370

***

(18)
Below is a single CH2ClNO3S2 molecule, with properties calculated with wB97M-V/def2-TZVPD.

Results
* 2S+1: 1
* total energy: -1576.178143 a.u.
* charge: 0
* Kohn-Sham gap (spin up / spin down): 0.2839 / 0.2839 hartree
* E_HOMO (spin up / spin down): -10.688 / -10.688 eV

CARTESIAN COORDINATES (ANGSTROEM)
C 1.165 0.114 -0.051
N -1.004 0.165 0.421
O 0.203 2.498 0.400
O -0.577 -1.561 -1.320
O -0.112 -2.098 1.021
S -0.136 1.327 -0.400
S -0.155 -1.145 -0.016
Cl -3.026 0.217 -0.189
H 1.997 -0.128 -0.762
H 1.646 0.611 0.896

***

(19)
Below is 2 unconnected molecules or ions with the total composition CH2ClO2S, with properties calculated with wB97M-V/def2-TZVPD.

Results
* 2S+1: 1
* total energy: -1048.147626 a.u.
* charge: -1
* Kohn-Sham gap: 0.2094 hartree
* E_HOMO: -4.118 eV

CARTESIAN COORDINATES (ANGSTROEM)
C -0.341 0.224 -0.240
O 1.031 -1.929 0.520
O -1.267 -1.505 1.547
S -0.022 -1.014 0.856
Cl 1.664 2.709 -1.944
H -1.365 0.594 -0.073
H 0.299 0.922 -0.668

***

(20)
Below is 2 unconnected molecules or ions with the total composition CH2ClO2S, with properties calculated with wB97M-V/def2-TZVPD.

Results
* 2S+1: 1
* total energy: -1048.078102 a.u.
* charge: -1
* Kohn-Sham gap (spin up / spin down): 0.2517 / 0.2535 hartree
* E_HOMO (spin up / spin down): -4.449 / -4.435 eV

CARTESIAN COORDINATES (ANGSTROEM)
C 0.619 -0.788 1.969
O -0.706 1.448 -0.610
O -1.637 -0.352 -1.936
S -0.562 0.062 -1.021
Cl 1.361 -0.055 -2.121
H -0.314 -0.408 1.462
H 1.240 0.093 2.258